ORCA calculation (wB97M-V/def2-TZVPD) on a structure of composition C32H43AgN5O3SSeSi at a distorted geometry.

Structure (XYZ):
```
87
Properties=species:S:1:pos:R:3:forces:R:3:lowdin_charge:R:1
Ag -1.62470 0.24433 -0.55083 0.665 1.244 -0.134 0.34
Se -3.89850 1.31163 -1.35183 -0.114 -0.015 -0.136 0.55
S 0.47690 0.23053 0.72397 0.365 0.036 -0.203 0.30
Si 2.37530 0.21023 -0.11743 -1.318 -0.019 0.711 -0.18
O 2.47210 1.05393 -1.51193 -0.186 -0.116 -0.242 -0.15
O 3.43170 0.89393 0.93027 0.315 0.411 -0.063 -0.17
O 3.03190 -1.27957 -0.32503 0.379 0.002 0.005 -0.15
N -3.01530 -2.22117 0.80697 -0.902 -1.086 1.885 0.07
N -2.58790 -0.15897 1.80447 -0.078 -0.033 0.217 0.08
N -2.63950 -1.80917 -0.37443 -0.455 0.028 -2.180 -0.05
N -2.29590 -0.10137 4.12557 0.087 0.312 0.062 0.11
N -1.70340 -1.07327 -2.78093 -0.496 -0.464 -0.234 0.08
C 3.89230 -3.27197 -1.19983 -0.327 0.241 0.001 -0.03
C -2.97540 -1.51527 -2.68963 0.737 0.702 -1.546 -0.36
C 2.64710 -2.37577 -1.11273 -0.041 -0.744 -0.208 -0.66
C 3.28700 1.94263 -3.54873 0.008 -0.038 0.395 -0.03
C -3.34460 -1.16297 -5.03353 0.374 0.006 -0.180 -0.08
C 3.84460 0.48733 2.21227 0.446 -0.007 0.585 -0.66
C -3.68180 -3.11157 5.72317 0.174 0.279 0.060 -0.10
C 3.65260 3.09673 -1.32933 -0.084 -0.207 -0.097 -0.02
C 3.80710 1.72783 3.11297 -0.003 -0.273 -0.257 -0.03
C 2.19080 -1.94257 -2.50653 0.127 0.040 0.239 -0.03
C 5.27700 -0.04897 2.08887 -0.286 0.146 -0.018 -0.03
C 3.56950 1.75053 -2.05293 0.426 0.422 -0.376 -0.65
C 1.49920 -3.12267 -0.43123 0.122 0.210 -0.052 -0.04
C -3.44530 -1.88017 -1.39023 0.105 -0.255 2.290 -0.17
C 4.88340 0.98023 -1.89033 -0.234 0.039 -0.006 -0.03
C -2.84790 -1.35497 4.31937 -0.143 -0.364 -0.416 -0.19
C -3.82910 -1.54207 -3.80223 0.143 -0.174 0.595 -0.04
C -4.22080 5.46983 -1.13663 0.018 0.215 -0.035 -0.12
C -2.00990 -0.78557 -5.13463 -0.301 0.038 -0.030 -0.07
C 2.95960 -0.59667 2.82277 -0.011 0.204 -0.091 -0.07
C -3.74600 -3.36457 3.33427 0.047 0.086 0.243 -0.02
C -5.87460 4.55783 0.33797 -0.135 0.158 0.073 -0.12
C -4.00750 -3.85507 4.60097 -0.014 -0.206 -0.188 -0.10
C -2.27240 0.45603 2.87307 0.028 -0.205 0.270 -0.17
C -3.10090 -1.86097 5.58837 0.011 -0.203 0.117 -0.03
C -4.38610 3.09073 -0.85423 0.233 -0.635 -0.182 -0.70
C -1.25020 -0.73877 -3.97743 0.172 0.036 -0.033 -0.14
C -3.16890 -2.10787 3.17587 -0.164 -0.049 0.546 -0.08
C -5.27830 5.65573 -0.26053 -0.085 0.268 0.067 -0.14
C -5.43200 3.28473 0.04227 0.037 -0.025 0.042 -0.17
C -3.77540 4.19673 -1.43353 0.066 0.065 0.012 -0.16
C -2.90920 -1.50927 1.87417 0.172 0.191 -1.244 -0.28
H -4.46030 -4.82767 4.72097 -0.036 -0.100 -0.023 0.10
H 4.82130 0.01643 -2.39143 0.010 -0.108 -0.068 0.08
H 3.35670 -0.89037 3.79307 0.072 -0.057 0.094 0.08
H 5.27490 -0.89867 1.41157 0.035 -0.136 -0.097 0.08
H 5.93880 0.71643 1.68797 0.062 0.106 -0.054 0.08
H -2.83750 -1.28447 6.46487 0.004 0.084 0.040 0.11
H 1.23010 -1.44117 -2.42163 -0.158 0.097 -0.077 0.06
H 5.65130 -0.36597 3.05927 0.088 -0.053 0.140 0.08
H -5.63900 6.65303 -0.04963 -0.004 0.085 0.050 0.08
H 4.39680 2.53253 2.67757 0.082 0.055 -0.035 0.08
H -1.96240 0.41503 4.92567 -0.106 0.032 -0.224 0.15
H -4.50080 -2.10427 -1.26063 -0.021 -0.240 0.044 0.12
H 3.80060 2.90003 -0.27143 0.082 0.097 0.107 0.07
H 2.70720 3.62103 -1.44593 -0.091 0.103 -0.041 0.09
H -3.74770 6.32813 -1.59833 0.020 0.030 -0.017 0.09
H -2.95500 4.04753 -2.12133 0.026 -0.035 -0.041 0.09
H 5.70400 1.54973 -2.32383 0.088 0.054 -0.037 0.08
H -3.98370 -1.15927 -5.90703 -0.028 -0.025 0.013 0.10
H -1.57290 -0.50197 -6.08043 0.005 0.053 -0.055 0.09
H -5.88990 2.41983 0.49767 -0.064 -0.090 0.043 0.08
H -6.69290 4.69733 1.03377 -0.046 0.016 0.024 0.09
H -0.21930 -0.40207 -4.01363 0.014 0.034 0.005 0.10
H 4.19820 1.48433 4.09867 0.048 0.032 0.151 0.08
H 0.63710 -2.46297 -0.34943 -0.106 -0.009 0.005 0.04
H -4.85770 -1.84267 -3.66483 -0.078 -0.007 -0.018 0.11
H 2.90310 -1.24557 -2.93933 0.116 0.036 -0.109 0.07
H 1.22890 -4.00407 -1.00793 -0.065 -0.157 -0.064 0.08
H 4.07440 2.54083 -4.00303 0.069 0.074 -0.090 0.08
H 4.72750 -2.70997 -1.61373 0.074 0.062 -0.069 0.08
H 2.08890 -2.80857 -3.15893 -0.067 -0.068 -0.045 0.09
H -3.97410 -3.94647 2.45527 -0.052 0.034 -0.120 0.11
H 2.92550 -1.45557 2.16137 0.000 -0.233 -0.002 0.07
H 3.24890 0.97473 -4.04563 -0.009 -0.090 -0.052 0.07
H 1.94430 -0.22847 2.93517 -0.082 -0.024 0.070 0.03
H 5.08040 0.80493 -0.83843 0.123 -0.015 0.134 0.07
H -1.96990 1.49243 2.81887 0.122 0.120 0.006 0.13
H 1.78640 -3.42207 0.57407 0.072 -0.080 0.123 0.08
H 2.33020 2.43863 -3.68913 -0.107 0.082 0.002 0.08
H 3.69980 -4.13857 -1.82633 -0.019 -0.162 -0.093 0.08
H 2.77710 2.06323 3.20667 -0.107 0.076 0.021 0.08
H -3.87270 -3.51267 6.70817 -0.028 0.025 0.078 0.10
H 4.16570 -3.61087 -0.20263 0.047 -0.024 0.103 0.08
H 4.46140 3.71763 -1.70743 0.132 0.070 -0.087 0.08
```
Positions in Å, forces in eV/Å.

As for the net charge: -1. The value obtained for the energy above the lowest of the compared OMol25 structures with the same formula, charge and spin is 0.934 eV. The total energy comes out at -135540.489 eV. The strongest force on any atom comes out at 2.35 eV/A.